1.
Below is a structure of composition C5H12O5RbS, with properties calculated with ωB97M-V with the def2-TZVPD basis set.

```
24
Properties=species:S:1:pos:R:3:mulliken_spin:R:1
Rb -0.883 3.743 1.253 0.00
S -0.718 -0.181 -0.198 0.00
O 0.490 -0.359 -0.982 0.00
O 4.221 2.238 3.320 0.88
O 2.046 3.662 1.295 0.03
O -2.013 -0.700 -1.125 0.00
O -1.068 1.178 0.306 0.00
C -1.846 -1.862 -1.878 0.00
C 2.526 2.321 1.290 0.03
C -0.867 -1.438 1.102 0.00
C 3.937 1.921 1.956 0.01
C -3.165 -1.957 -2.756 0.00
H -1.786 -2.731 -1.224 0.00
H -1.929 -1.683 1.137 0.00
H -4.046 -2.123 -2.136 0.00
H 2.692 2.111 0.233 0.00
H -0.944 -1.896 -2.488 0.00
H -0.268 -2.288 0.777 0.00
H -3.305 -1.033 -3.318 0.00
H 1.705 1.660 1.566 0.01
H -3.221 -2.855 -3.371 0.00
H 4.745 2.472 1.474 0.05
H -0.417 -1.067 2.023 0.00
H 4.113 0.866 1.745 0.00
```

Its charge is 0. For the electronic energy, the calculation gives -27102.749 eV. The value obtained for the frontier orbital gap (alpha / beta) is 5.531 / 5.477 eV. As for the multiplicity: 2. The calculation puts the LUMO energy (alpha / beta) at -0.6 / -0.6 eV. For the highest occupied orbital energy (alpha / beta), the calculation gives -6.10 / -6.04 eV.

2.
Below is a structure of composition C31H32KN6O3, with properties calculated with ωB97M-V with the def2-TZVPD basis set.

```
73
Properties=species:S:1:pos:R:3:lowdin_charge:R:1
K -0.363 -0.329 -0.129 0.76
O 3.164 5.588 2.860 -0.07
O -2.053 -2.266 0.272 -0.01
O 0.037 1.480 7.246 -0.08
N 1.462 -2.122 -0.901 -0.06
N -2.130 0.887 -1.364 -0.03
N -0.039 0.215 -2.912 0.04
N 1.033 1.612 0.668 -0.01
N -1.086 -3.906 -0.940 0.08
N -0.194 0.075 2.451 0.00
C -3.538 1.383 -3.245 -0.06
C 3.176 -3.718 -2.552 -0.09
C -0.531 -3.062 -1.992 -0.11
C 1.601 2.347 -0.259 -0.18
C -1.710 -3.426 0.154 -0.54
C 3.754 -2.800 -1.737 -0.04
C -0.090 1.747 4.186 0.01
C -0.837 0.962 5.029 -0.25
C -4.543 1.783 -2.407 -0.12
C 2.679 5.484 1.532 -0.23
C 2.096 4.121 1.259 -0.23
C 0.221 1.312 2.874 -0.24
C 2.144 -2.673 0.257 -0.07
C 0.957 -3.008 -1.873 -0.24
C -2.314 0.908 -2.711 -0.25
C -1.991 -4.484 1.208 0.01
C -1.277 -0.292 4.558 -0.07
C -1.380 0.182 -4.912 -0.06
C 0.927 2.115 1.931 -0.23
C -1.235 0.441 -3.525 -0.26
C -4.342 1.722 -1.021 -0.11
C -0.311 -0.251 -5.649 -0.13
C -3.107 1.274 -0.579 -0.19
C 2.923 -2.006 -0.818 -0.23
C -1.132 1.413 6.431 -0.23
C -0.913 -0.655 3.271 -0.19
C 2.149 3.601 -0.048 -0.06
C 0.979 -0.166 -3.647 -0.21
C 1.481 3.386 2.238 0.02
C 1.763 -3.824 -2.613 -0.04
C 0.930 -0.398 -5.013 -0.13
H -5.118 2.011 -0.329 0.08
H -1.879 -0.937 5.179 0.08
H -2.270 -5.427 0.746 0.07
H 0.244 2.715 4.530 0.11
H -5.485 2.144 -2.807 0.09
H -0.811 -3.493 -2.958 0.13
H 3.281 -0.999 -0.605 0.14
H 1.323 -4.500 -3.334 0.11
H -3.679 1.445 -4.314 0.08
H -0.969 -2.068 -1.901 0.09
H 1.971 -2.151 1.189 0.11
H 4.816 -2.611 -1.746 0.10
H -0.700 -4.840 -0.911 0.14
H 1.806 -0.692 -5.568 0.07
H -1.579 2.416 6.427 0.11
H 3.494 5.672 0.817 0.11
H -1.225 -1.614 2.874 0.09
H -2.895 1.217 0.483 0.10
H -0.420 -0.489 -6.702 0.09
H -2.798 -4.140 1.848 0.08
H 1.446 3.782 3.241 0.10
H 2.220 -3.759 0.316 0.13
H 2.610 4.160 -0.848 0.09
H -1.839 0.723 6.911 0.11
H 0.772 1.143 6.722 0.08
H 1.620 1.907 -1.246 0.09
H -2.342 0.300 -5.388 0.08
H -1.099 -4.647 1.810 0.08
H 3.763 -4.322 -3.229 0.10
H 1.912 -0.301 -3.111 0.09
H 3.570 6.454 2.967 0.08
H 1.900 6.249 1.361 0.12
```

Its charge is -1. For the electronic energy, the calculation gives -64073.720 eV. The value obtained for the frontier orbital gap (alpha / beta) is 3.494 / 3.365 eV. The calculation puts the LUMO energy (alpha / beta) at 2.0 / 2.0 eV. For the highest occupied orbital energy (alpha / beta), the calculation gives -1.49 / -1.36 eV.

3.
Below is the ion C2H2F5NOP with charge -1, with properties calculated with ωB97M-V with the def2-TZVPD basis set.

```
12
Properties=species:S:1:pos:R:3:nbo_charge:R:1
P -0.273 0.753 1.763 0.41
F 1.683 -0.799 -0.771 -0.34
F 1.028 -2.798 -0.796 -0.35
F 0.422 -1.390 -2.289 -0.36
F -1.426 2.018 -0.505 -0.39
F 0.687 1.566 -0.709 -0.37
O -0.216 -1.093 1.082 -0.64
N -0.534 -1.197 -0.206 -0.28
C -0.431 1.162 -0.067 0.49
C 0.609 -1.531 -0.944 1.01
H -1.522 1.129 1.799 -0.07
H -0.027 2.181 1.642 -0.12
```

Its charge is -1. For the electronic energy, the calculation gives -28516.656 eV. The value obtained for the frontier orbital gap (alpha / beta) is 7.516 / 7.610 eV. The calculation puts the LUMO energy (alpha / beta) at 4.1 / 4.1 eV. The SMILES is FC(F)=[PH2]O[N-]C(F)(F)F. For the highest occupied orbital energy (alpha / beta), the calculation gives -3.45 / -3.52 eV.